No. 1
Density functional theory data (ωB97M-V/def2-TZVPD) for an isolated molecule of C23H25N3O4S.

Element x y z (Å)
O (-0.67, -3.79, -0.42)
C (-0.72, -2.64, -0.02)
C (0.51, -1.77, -0.02)
C (1.13, -1.47, -1.22)
C (2.31, -0.75, -1.23)
C (2.87, -0.35, -0.03)
S (4.42, 0.54, -0.02)
O (4.67, 1.06, -1.34)
O (4.45, 1.43, 1.10)
N (5.46, -0.74, 0.31)
C (6.61, -0.40, 1.14)
C (7.56, 0.51, 0.44)
C (7.62, 1.87, 0.38)
C (8.67, 2.18, -0.51)
C (9.17, 0.99, -0.94)
O (8.50, -0.03, -0.37)
C (2.27, -0.65, 1.18)
C (1.09, -1.37, 1.19)
N (-1.84, -2.08, 0.48)
C (-2.05, -0.68, 0.74)
C (-3.05, -0.12, -0.28)
N (-4.30, -0.86, -0.20)
C (-5.34, -0.26, -1.01)
C (-5.75, 1.08, -0.46)
C (-5.99, 1.22, 0.90)
C (-6.38, 2.44, 1.42)
C (-6.55, 3.53, 0.58)
C (-6.31, 3.40, -0.77)
C (-5.91, 2.18, -1.29)
C (-4.06, -2.25, -0.52)
C (-3.08, -2.84, 0.49)
H (0.69, -1.81, -2.15)
H (2.81, -0.48, -2.15)
H (5.75, -1.16, -0.57)
H (7.11, -1.33, 1.43)
H (6.20, 0.10, 2.02)
H (6.99, 2.55, 0.91)
H (9.01, 3.15, -0.80)
H (9.96, 0.73, -1.61)
H (2.74, -0.32, 2.09)
H (0.61, -1.62, 2.12)
H (-1.11, -0.13, 0.67)
H (-2.47, -0.56, 1.74)
H (-3.26, 0.93, -0.05)
H (-2.61, -0.18, -1.29)
H (-6.20, -0.94, -0.99)
H (-5.03, -0.16, -2.07)
H (-5.86, 0.36, 1.54)
H (-6.57, 2.54, 2.48)
H (-6.85, 4.48, 0.99)
H (-6.44, 4.25, -1.43)
H (-5.73, 2.08, -2.36)
H (-5.01, -2.80, -0.45)
H (-3.66, -2.38, -1.54)
H (-2.84, -3.88, 0.24)
H (-3.51, -2.79, 1.50)

## Properties
energy above the lowest of the compared OMol25 structures with the same formula, charge and spin = 2.463 eV
DFT total energy = -47751.647 eV
net charge = 0
E_HOMO = -8.6 eV



No. 2
Density functional theory data (ωB97M-V/def2-TZVPD) for a cluster of 2 separate species, C5H9N2O in total.

Element x y z (Å)
C (-1.96, 0.57, -1.07)
C (-2.23, 0.39, 0.26)
C (-0.59, 0.19, -1.22)
C (-0.21, -0.26, 0.03)
C (1.97, -0.52, 1.50)
N (0.08, 0.19, -2.50)
N (1.54, -0.45, 2.77)
O (-1.17, -0.10, 0.88)
H (-2.58, 0.92, -1.82)
H (-3.09, 0.56, 0.83)
H (2.05, -1.42, 0.95)
H (2.73, 0.29, 1.25)
H (-0.30, -0.61, -3.06)
H (1.05, -0.04, -2.14)
H (0.83, -1.11, 3.04)
H (0.13, 1.05, -3.05)
H (1.76, 0.37, 3.36)

## Properties
energy above the lowest of the compared OMol25 structures with the same formula, charge and spin = 4.865 eV
DFT total energy = -10347.755 eV
net charge = +1
E_HOMO = -11.8 eV



No. 3
Density functional theory data (ωB97M-V/def2-TZVPD) for a structure of composition C30H23F3N4O2PdSTe.

Element x y z (Å)
Pd (0.70, 1.21, 0.97)
F (-1.17, 4.35, -1.36)
C (-1.40, 5.25, -0.39)
F (-1.63, 6.42, -0.97)
F (-2.53, 4.88, 0.24)
C (-0.24, 5.32, 0.57)
C (0.50, 6.49, 0.68)
C (1.58, 6.53, 1.55)
C (1.88, 5.39, 2.27)
N (1.17, 4.27, 2.19)
C (0.12, 4.23, 1.35)
S (-0.84, 2.74, 1.37)
H (0.23, 7.36, 0.09)
H (2.18, 7.42, 1.66)
H (2.72, 5.37, 2.96)
C (5.46, -7.21, -6.72)
O (5.01, -5.85, -6.52)
C (5.33, -5.19, -5.45)
C (6.10, -5.72, -4.39)
C (6.40, -4.91, -3.33)
C (5.93, -3.57, -3.28)
C (5.16, -3.04, -4.36)
C (4.86, -3.84, -5.42)
N (6.28, -2.88, -2.19)
N (6.04, -1.68, -2.03)
C (5.24, -0.81, -1.56)
C (5.57, 0.60, -1.75)
C (4.73, 1.56, -1.37)
C (3.46, 1.27, -0.71)
O (2.67, 2.14, -0.44)
C (3.17, -0.16, -0.38)
N (2.06, -0.41, 0.33)
C (1.77, -1.67, 0.64)
C (2.58, -2.74, 0.27)
C (3.72, -2.49, -0.46)
C (4.03, -1.18, -0.80)
H (5.10, -7.48, -7.70)
H (5.02, -7.86, -5.96)
H (6.55, -7.25, -6.69)
H (6.45, -6.73, -4.42)
H (7.00, -5.27, -2.50)
H (4.82, -2.02, -4.35)
H (4.28, -3.49, -6.26)
H (6.51, 0.81, -2.25)
H (4.95, 2.61, -1.54)
H (0.86, -1.83, 1.20)
H (2.30, -3.75, 0.56)
H (4.38, -3.31, -0.74)
C (-0.06, 2.59, 4.68)
Te (1.39, 1.74, 3.36)
C (0.84, -0.07, 4.38)
C (0.49, 0.41, 5.76)
C (0.59, -0.41, 6.88)
C (0.24, 0.08, 8.13)
C (-0.21, 1.39, 8.27)
C (-0.30, 2.21, 7.16)
C (0.04, 1.73, 5.91)
H (-1.03, 2.56, 4.19)
H (0.22, 3.63, 4.85)
H (1.67, -0.78, 4.38)
H (-0.01, -0.50, 3.86)
H (0.95, -1.42, 6.77)
H (0.32, -0.56, 9.00)
H (-0.47, 1.76, 9.25)
H (-0.64, 3.23, 7.28)

## Properties
energy above the lowest of the compared OMol25 structures with the same formula, charge and spin = 0.243 eV
DFT total energy = -71283.610 eV
net charge = +2
E_HOMO = -12.7 eV



No. 4
Density functional theory data (ωB97M-V/def2-TZVPD) for a cluster of 3 separate species, C17H33NO11PS2 in total.

Element x y z (Å)
C (2.61, -6.10, 1.87)
C (2.21, -7.06, 0.77)
C (0.63, -7.42, 0.46)
O (0.16, -8.62, 0.88)
O (-0.34, -6.52, -0.20)
C (0.07, -6.20, -1.59)
C (0.75, -4.68, -1.62)
C (-0.32, -3.48, -1.95)
C (-0.08, -2.08, -1.13)
C (1.51, -1.76, -0.80)
C (1.76, -2.16, 0.77)
S (3.56, -2.17, 1.30)
O (4.25, -0.75, 1.15)
O (3.52, -2.40, 2.87)
N (4.51, -3.48, 0.66)
S (4.85, -3.32, -1.04)
O (4.78, -1.89, -1.61)
O (4.03, -4.24, -1.97)
P (6.93, -3.97, -1.28)
O (7.63, -3.27, -2.52)
H (3.64, -6.22, 2.45)
H (1.91, -5.20, 2.15)
H (3.11, -7.55, 0.18)
H (-0.77, -6.34, -2.39)
H (0.94, -6.96, -1.85)
H (1.52, -4.70, -2.52)
H (1.30, -4.56, -0.57)
H (-0.43, -3.22, -3.09)
H (-1.39, -3.89, -1.60)
H (-0.64, -1.21, -1.69)
H (-0.63, -2.21, -0.08)
H (1.64, -0.58, -0.91)
H (2.20, -2.29, -1.58)
H (1.21, -3.16, 1.10)
H (1.24, -1.30, 1.42)
H (6.85, -5.42, -1.37)
H (7.56, -3.62, 0.00)
O (-1.82, -0.09, -0.05)
C (-1.81, 1.12, -0.27)
O (-2.64, 1.95, 0.40)
C (-2.60, 3.39, 0.33)
C (-3.36, 3.88, -0.89)
C (-0.95, 1.68, -1.36)
H (-1.56, 3.75, 0.36)
H (-3.08, 3.76, 1.23)
H (-2.92, 3.52, -1.82)
H (-3.36, 4.98, -0.92)
H (-4.39, 3.53, -0.86)
H (-1.43, 1.51, -2.33)
H (0.01, 1.16, -1.34)
H (-0.72, 2.74, -1.25)
O (-4.73, 6.16, -0.04)
C (-4.37, 6.92, 0.86)
O (-4.49, 8.26, 0.70)
C (-4.25, 9.23, 1.73)
C (-2.77, 9.54, 1.84)
C (-3.72, 6.39, 2.10)
H (-4.69, 8.91, 2.68)
H (-4.78, 10.14, 1.43)
H (-2.19, 8.65, 2.12)
H (-2.59, 10.31, 2.60)
H (-2.38, 9.89, 0.88)
H (-2.68, 6.17, 1.89)
H (-4.24, 5.47, 2.39)
H (-3.79, 7.06, 2.95)

## Properties
DFT total energy = -73127.278 eV
net charge = -1
E_HOMO = -6.2 eV



> DFT total energy of number 1 (C23H25N3O4S)?

-47751.647 eV